The following is a quantum chemistry calculation of a structure of composition C30H30BrF6IrN7O6, from the Open Molecules 2025 dataset.

```
81
Properties=species:S:1:pos:R:3:forces:R:3
Ir 0.353 0.639 -0.070 0.11 0.07 0.06
C -3.580 2.085 3.185 -0.11 0.01 0.04
N -2.334 1.362 2.981 -0.06 -0.06 -0.11
C -1.506 1.215 4.168 0.15 -0.06 0.06
C -1.978 0.797 1.839 -0.10 0.04 -0.10
O -0.924 0.128 1.741 0.10 -0.07 -0.07
C -2.892 0.940 0.627 0.00 0.08 0.02
O -2.227 0.377 -0.488 -0.05 -0.08 -0.02
C -2.544 0.973 -1.730 0.00 -0.02 -0.07
C -1.270 1.060 -2.568 -0.27 0.19 -0.07
O -0.218 0.513 -2.157 0.18 -0.12 0.27
N -1.308 1.681 -3.730 -0.09 -0.19 0.17
C -0.097 1.863 -4.516 0.19 -0.01 -0.04
C -2.513 2.255 -4.311 -0.04 0.12 -0.06
H -3.378 2.947 3.818 -0.02 0.01 -0.03
H -4.313 1.452 3.688 0.00 0.01 0.00
H -3.998 2.442 2.250 -0.01 0.02 -0.04
H -1.236 2.201 4.542 0.03 0.03 0.02
H -0.611 0.653 3.920 -0.05 0.05 0.04
H -2.064 0.688 4.940 -0.01 -0.02 0.05
H -3.097 1.998 0.452 0.01 -0.08 0.02
H -3.835 0.408 0.812 0.06 0.06 0.02
H -2.950 1.978 -1.596 0.03 -0.03 -0.01
H -3.286 0.353 -2.249 0.07 0.10 0.00
H 0.769 1.593 -3.919 -0.05 0.02 -0.07
H -0.029 2.910 -4.808 0.02 -0.01 -0.01
H -0.139 1.241 -5.412 0.01 0.02 0.01
H -3.410 1.836 -3.872 -0.07 -0.02 0.04
H -2.520 2.031 -5.377 -0.02 -0.01 0.01
H -2.516 3.337 -4.180 -0.01 -0.03 -0.01
C 3.559 0.666 -1.516 0.09 0.14 -0.14
O 2.547 -0.250 -1.083 -0.08 -0.10 0.02
C 2.900 -1.545 -0.894 -0.28 -0.27 0.13
C 4.198 -2.019 -0.997 -0.13 -0.21 0.03
C 4.457 -3.384 -0.841 -0.03 -0.07 0.05
Br 6.227 -4.002 -0.996 -0.09 0.04 -0.01
C 3.440 -4.271 -0.571 0.22 0.02 -0.06
C 2.127 -3.796 -0.408 -0.07 0.17 -0.02
C 1.852 -2.433 -0.586 0.30 0.21 -0.20
O 0.598 -1.889 -0.505 0.03 -0.22 0.27
C 1.123 -4.764 -0.054 0.02 0.55 0.11
N 1.263 -6.071 -0.321 -0.09 -0.54 0.00
C 0.172 -6.664 0.161 0.29 0.19 -0.09
C -0.176 -8.040 0.149 -0.23 -0.22 0.08
C -1.342 -8.391 0.761 0.27 -0.08 -0.16
C -2.174 -7.418 1.376 -0.04 0.07 0.03
C -1.865 -6.057 1.397 0.15 0.17 -0.07
C -0.692 -5.700 0.778 -0.28 0.04 0.17
N -0.052 -4.490 0.591 -0.11 -0.03 0.05
H 4.337 0.776 -0.760 -0.01 -0.01 0.00
H 3.051 1.617 -1.660 0.03 -0.03 -0.01
H 3.993 0.327 -2.460 -0.04 0.05 0.09
H 5.016 -1.352 -1.216 0.04 0.04 -0.03
H 3.633 -5.327 -0.455 0.02 -0.01 -0.01
H -0.085 -2.468 -0.868 0.03 0.07 -0.14
H 0.474 -8.759 -0.326 0.04 -0.04 -0.02
H -1.648 -9.425 0.789 -0.04 -0.05 0.00
H -3.090 -7.747 1.846 -0.02 -0.02 0.02
H -2.518 -5.342 1.874 -0.03 0.02 0.02
H -0.282 -3.632 1.072 0.10 0.01 -0.11
N 1.760 1.119 1.392 0.08 0.55 0.05
C 2.463 1.759 2.059 -0.31 -0.55 -0.26
C 3.300 2.533 2.854 -0.12 -0.09 -0.05
C 2.714 3.321 3.861 0.12 -0.06 -0.15
N 2.185 3.964 4.653 -0.23 0.22 0.34
C 4.682 2.524 2.604 -0.18 0.06 0.02
N 5.804 2.503 2.355 0.44 -0.05 -0.09
C -0.203 4.432 1.312 0.02 -0.01 -0.12
C -0.376 3.866 -0.103 -0.02 0.17 0.11
O -0.692 2.540 -0.124 -0.02 -0.32 -0.13
C 0.912 4.126 -0.911 -0.18 0.04 0.12
F 0.859 3.613 -2.145 -0.05 -0.15 -0.29
F 1.954 3.518 -0.306 0.30 -0.16 0.24
F 1.221 5.410 -1.013 0.02 0.32 -0.06
C -1.565 4.596 -0.779 0.18 0.01 0.17
F -1.734 4.231 -2.057 0.04 -0.13 -0.34
F -1.467 5.916 -0.748 0.10 0.35 0.02
F -2.706 4.267 -0.148 -0.27 -0.12 0.24
H 0.502 3.805 1.854 0.04 -0.03 0.00
H -1.159 4.394 1.829 -0.05 -0.01 0.03
H 0.155 5.458 1.310 0.00 0.06 0.02
```
Forces are in eV/Å.

Computed properties:
Total charge: +2
2S+1: 6
Energy above the lowest of the compared OMol25 structures with the same formula, charge and spin in kcal/mol: 32.44